i.
Formula: C2H7ClN2O
Source: the Open Molecules 2025 dataset
Level of theory: ωB97M-V/def2-TZVPD

Summary:
gap between HOMO and LUMO = 10.088 eV
SMILES string = CNN(Cl)OC

CARTESIAN COORDINATES (ANGSTROEM)
C1 -0.63244 -0.98194 -1.42819
N1 -0.23173 -1.20985 -0.08320
N2 -0.57061 0.20054 0.86360
Cl1 -2.24298 0.49767 1.12031
O1 -0.13814 1.24031 0.16297
C2 1.13751 1.66330 0.53932
H1 -1.71546 -0.89787 -1.59595
H2 -0.02029 -0.19639 -1.91813
H3 -0.37431 -1.86368 -1.95836
H4 -0.77785 -1.86665 0.53804
H5 1.86560 1.37025 -0.38717
H6 1.42495 1.02019 1.36383
H7 1.18457 2.74404 0.74094

=====

ii.
Formula: C2H7ClN2O
Source: the Open Molecules 2025 dataset
Level of theory: ωB97M-V/def2-TZVPD

Summary:
gap between HOMO and LUMO = 9.277 eV

CARTESIAN COORDINATES (ANGSTROEM)
C1 -0.11289 1.77526 0.77685
C2 1.23160 -1.91789 -0.22279
N1 -0.68719 0.77074 -0.04338
N2 -0.23602 -0.22888 -0.43957
O1 0.99637 -0.60505 -0.00095
Cl1 -2.99720 0.44013 -1.80154
H1 -0.03768 1.50677 1.85083
H2 0.87441 1.97565 0.52310
H3 -0.81270 2.56858 0.71367
H4 0.34810 -2.53614 0.09781
H5 1.88016 -2.36482 0.50751
H6 1.35743 -2.06204 -1.26444
H7 -1.80439 0.67767 -0.69710

=====

Quick one: most stable of them? ii